No. 1
# C49H55BF3IN11O5PS

A cluster of 9 separate species, C49H55BF3IN11O5PS in total at a distorted geometry (wB97M-V/def2-TZVPD, the Open Molecules 2025 dataset).

Last column: Mulliken charge in e.
Cartesian coordinates (Å):
C1 -4.84 6.30 -0.24  -1.212
C2 -3.56 5.96 -1.15  0.529
C3 -3.73 4.51 -1.72  -1.005
I1 -3.71 3.10 -0.01  0.019
N1 -2.89 4.14 -2.85  1.147
C4 -2.71 2.74 -3.11  -1.021
C5 -3.67 2.10 -4.00  -1.063
C6 -3.48 0.68 -4.33  0.549
F1 -4.39 0.15 -5.23  -0.312
C7 -2.40 -0.14 -3.82  -1.034
N2 -2.14 -1.53 -4.14  0.977
C8 -3.28 -2.35 -4.39  0.319
O1 -3.96 -2.86 -3.57  -0.476
F2 -3.62 -2.55 -5.72  -0.246
C9 -1.06 -1.69 -5.09  0.399
O2 -0.42 -2.68 -5.10  -0.447
F3 -0.68 -0.68 -5.95  -0.244
C10 -1.42 0.49 -2.87  1.179
P1 0.01 -0.51 -2.12  0.041
N3 -0.56 -2.16 -1.82  -0.260
O3 0.33 0.07 -0.54  -0.633
C11 -1.59 1.90 -2.57  0.163
S1 -0.43 2.85 -1.50  0.060
C12 -0.35 4.41 -2.47  1.036
C13 0.92 5.09 -2.68  -0.728
C14 0.96 6.30 -3.49  -0.543
C15 -0.28 6.80 -4.07  -0.776
C16 -1.57 6.10 -3.86  -0.153
B1 -2.84 6.74 -4.63  0.659
O4 -3.80 5.87 -5.19  -0.525
O5 -2.95 8.15 -4.71  -0.524
C17 -1.65 4.87 -3.03  -0.833
H1 -5.55 5.44 -0.15  0.385
H2 -4.54 6.74 0.75  0.264
H3 -5.42 7.11 -0.76  0.353
H4 -3.54 6.77 -1.93  -0.012
H5 -2.62 6.10 -0.53  0.214
H6 -4.81 4.44 -2.06  0.596
H7 -4.51 2.71 -4.42  0.498
H8 -0.03 -2.60 -1.07  0.240
H9 -1.54 -2.08 -1.54  0.032
H10 -0.11 -0.53 0.08  0.270
H11 1.84 4.64 -2.24  0.460
H12 1.94 6.80 -3.67  0.369
H13 -0.29 7.73 -4.71  0.378
H14 -3.27 5.16 -5.62  0.316
H15 -2.97 8.36 -5.67  0.308
C18 -2.37 -7.67 -4.88  -0.413
C19 -3.36 -6.82 -4.33  -0.999
C20 -2.84 -5.55 -4.28  -0.141
N4 -1.57 -5.60 -4.78  0.231
C21 -1.27 -6.89 -5.15  -0.539
H16 -2.44 -8.73 -5.05  0.398
H17 -4.35 -7.11 -4.00  0.410
H18 -3.27 -4.62 -3.94  0.563
H19 -0.94 -4.82 -4.86  0.200
H20 -0.31 -7.13 -5.57  0.412
C22 -2.60 -4.57 2.37  -0.368
C23 -2.61 -3.16 2.27  -0.921
C24 -2.84 -2.84 0.95  -0.431
N5 -2.97 -4.02 0.25  0.149
C25 -2.82 -5.07 1.11  -0.769
H21 -2.44 -5.16 3.26  0.641
H22 -2.47 -2.45 3.07  0.433
H23 -2.93 -1.89 0.45  0.696
H24 -3.14 -4.09 -0.74  0.169
H25 -2.89 -6.09 0.75  0.449
C26 0.74 -8.82 4.17  -0.464
C27 1.25 -7.56 4.58  -0.681
C28 0.53 -6.60 3.91  -0.259
N6 -0.39 -7.23 3.12  0.155
C29 -0.27 -8.59 3.27  -0.510
H26 1.08 -9.79 4.50  0.388
H27 2.05 -7.38 5.28  0.396
H28 0.59 -5.52 3.94  0.430
H29 -1.05 -6.77 2.52  0.182
H30 -0.91 -9.27 2.73  0.367
C30 3.37 -3.40 2.09  -1.231
C31 3.86 -2.12 2.46  -0.470
C32 3.13 -1.18 1.77  -0.350
N7 2.22 -1.85 0.99  0.372
C33 2.36 -3.20 1.18  -0.285
H31 3.71 -4.35 2.44  0.681
H32 4.66 -1.91 3.16  0.448
H33 3.19 -0.11 1.76  0.231
H34 1.56 -1.41 0.37  0.253
H35 1.72 -3.90 0.66  0.454
C34 0.08 7.34 2.90  -0.593
C35 -1.26 6.89 3.03  -0.655
C36 -1.38 5.75 2.27  -0.443
N8 -0.17 5.50 1.69  0.333
C37 0.73 6.46 2.07  -0.985
H36 0.52 8.21 3.36  0.422
H37 -2.04 7.35 3.61  0.452
H38 -2.22 5.10 2.09  0.462
H39 0.03 4.73 1.08  0.172
H40 1.75 6.43 1.72  0.822
C38 6.32 -7.10 -0.48  -0.728
C39 5.31 -6.28 0.06  -0.139
C40 5.80 -5.00 0.11  -0.410
N9 7.08 -5.03 -0.37  0.005
C41 7.41 -6.30 -0.74  -0.454
H41 6.27 -8.17 -0.66  0.381
H42 4.32 -6.58 0.37  0.478
H43 5.36 -4.08 0.45  0.315
H44 7.69 -4.23 -0.45  0.187
H45 8.38 -6.53 -1.15  0.371
C42 4.60 2.42 3.03  0.046
C43 5.43 3.47 3.49  -0.824
C44 4.69 4.63 3.46  -0.533
N10 3.44 4.31 2.98  0.243
C45 3.38 2.97 2.73  -0.806
H46 4.86 1.38 2.93  0.468
H47 6.46 3.39 3.82  0.407
H48 4.94 5.64 3.72  0.368
H49 2.69 4.97 2.85  0.177
H50 2.47 2.52 2.35  0.454
C46 0.42 2.76 7.02  -0.524
C47 1.21 1.59 7.10  -0.519
C48 2.37 1.83 6.42  -0.405
N11 2.31 3.10 5.92  0.107
C49 1.12 3.68 6.28  -0.444
H51 -0.56 2.91 7.45  0.397
H52 0.96 0.67 7.61  0.405
H53 3.24 1.21 6.24  0.386
H54 3.02 3.55 5.36  0.209
H55 0.88 4.69 5.99  0.405

- HOMO level: -0.294 Ha
- SMILES: CC[C@H](I)N1c2cc(F)c(N(C(=O)F)C(=O)F)c(P(N)O)c2Sc2cccc(B(O)O)c21.c1cc[nH]c1.c1cc[nH]c1.c1cc[nH]c1.c1cc[nH]c1.c1cc[nH]c1.c1cc[nH]c1.c1cc[nH]c1.c1cc[nH]c1
- LUMO level: -0.03848 Ha
- Frontier orbital gap: 6.9432 eV
- E_tot: -4240.34139 Eh
- Spin multiplicity: 1
- M: 1135.8 g/mol

=====

No. 2
# C22H57CuO21PbS6

A structure of composition C22H57CuO21PbS6 at a distorted geometry (wB97M-V/def2-TZVPD, the Open Molecules 2025 dataset).

Last column: Mulliken charge in e.
Cartesian coordinates (Å):
Pb1 -1.62 -19.71 -10.40  1.595
Cu1 -1.39 -21.60 -13.45  0.332
C1 1.98 -22.28 -14.82  -0.581
C2 0.70 -22.56 -15.57  -0.095
O1 -0.37 -23.05 -14.84  -0.332
H1 2.61 -21.68 -15.47  0.450
H2 2.37 -23.26 -14.55  0.282
H3 1.65 -21.81 -13.89  -0.203
H4 0.80 -23.15 -16.48  0.394
H5 0.32 -21.57 -15.88  0.024
O2 -0.11 -20.23 -12.27  0.633
C3 1.17 -20.16 -11.73  -0.900
C4 1.51 -19.32 -10.45  1.230
O3 0.60 -19.16 -9.38  -0.407
H6 1.97 -19.83 -12.41  0.517
H7 1.52 -21.20 -11.57  -0.249
H8 1.77 -18.33 -10.82  -0.293
H9 2.29 -19.96 -10.05  -1.127
O4 5.24 -18.04 -8.33  -0.493
S1 6.03 -17.30 -9.31  1.197
O5 6.39 -17.91 -10.56  -0.644
O6 5.29 -15.85 -9.65  -0.365
C5 4.23 -15.42 -8.81  -0.660
C6 3.00 -16.35 -8.76  -0.194
C7 7.49 -16.65 -8.43  -1.034
H10 3.93 -14.49 -9.28  0.433
H11 4.54 -15.17 -7.79  0.253
H12 2.02 -15.85 -8.80  0.189
H13 2.92 -16.85 -7.80  0.369
H14 3.05 -17.11 -9.55  -0.064
H15 7.88 -17.43 -7.78  0.352
H16 7.18 -15.86 -7.74  0.332
H17 8.15 -16.29 -9.22  0.372
O7 -1.79 -20.01 -14.96  -0.517
S2 -1.69 -18.72 -15.58  0.946
O8 -2.10 -18.58 -16.96  -0.616
O9 -2.41 -17.62 -14.71  -0.127
C8 -3.77 -17.81 -14.26  -0.014
C9 -4.71 -16.81 -14.87  -1.392
C10 -0.01 -18.18 -15.24  -0.344
H18 -3.91 -17.89 -13.18  0.181
H19 -4.18 -18.78 -14.56  0.337
H20 -4.44 -15.75 -14.85  0.338
H21 -5.59 -16.81 -14.22  0.419
H22 -5.02 -17.10 -15.88  0.319
H23 0.63 -18.65 -15.99  0.445
H24 0.20 -18.62 -14.26  -0.394
H25 0.04 -17.10 -15.12  0.400
O10 4.75 -23.27 -6.81  -0.659
S3 4.99 -22.05 -7.55  1.254
O11 5.94 -21.05 -7.16  -0.611
O12 5.27 -22.45 -9.08  -0.356
C11 5.53 -21.41 -10.05  0.550
C12 5.39 -21.96 -11.45  -1.245
C13 3.41 -21.21 -7.75  -0.438
H26 6.51 -20.97 -9.87  0.318
H27 4.75 -20.67 -9.85  -0.183
H28 5.92 -21.24 -12.07  0.449
H29 4.40 -22.23 -11.81  0.007
H30 6.05 -22.83 -11.42  0.396
H31 2.86 -21.22 -6.81  0.364
H32 2.76 -21.60 -8.53  0.107
H33 3.63 -20.20 -8.08  0.090
O13 -1.40 -22.20 -9.66  -0.668
S4 -0.91 -23.30 -10.46  0.889
O14 -0.91 -23.26 -11.90  -0.587
O15 0.62 -23.60 -9.95  0.034
C14 1.27 -24.77 -10.44  -0.828
C15 2.16 -24.46 -11.66  -0.209
C16 -1.87 -24.77 -9.91  -1.110
H34 0.60 -25.62 -10.62  0.283
H35 1.89 -25.13 -9.61  0.442
H36 2.61 -25.34 -12.10  0.556
H37 3.02 -23.93 -11.27  -0.056
H38 1.58 -23.98 -12.45  -0.180
H39 -2.86 -24.61 -10.32  0.446
H40 -1.75 -24.78 -8.83  0.304
H41 -1.38 -25.64 -10.33  0.415
O16 -2.85 -15.00 -10.63  -0.681
S5 -1.85 -16.01 -10.69  0.906
O17 -2.15 -17.32 -11.27  -0.461
O18 -0.59 -15.35 -11.42  -0.559
C17 0.52 -16.26 -11.65  1.851
C18 1.59 -15.36 -12.18  -1.724
C19 -1.08 -16.20 -9.06  -0.725
H42 0.20 -16.94 -12.44  -0.348
H43 0.91 -16.75 -10.77  -0.393
H44 2.48 -15.96 -12.37  0.404
H45 1.77 -14.56 -11.47  0.379
H46 1.42 -15.06 -13.21  0.390
H47 -0.36 -15.39 -9.04  0.428
H48 -0.62 -17.19 -8.98  -0.142
H49 -1.87 -16.07 -8.32  0.601
O19 -1.96 -19.09 -7.94  -0.513
S6 -1.80 -18.96 -6.49  1.002
O20 -2.91 -18.38 -5.75  -0.604
O21 -1.28 -20.32 -5.79  -0.412
C20 -0.27 -21.11 -6.44  0.824
C21 -0.38 -22.55 -5.94  -1.171
C22 -0.38 -17.82 -6.15  -0.594
H50 0.67 -20.60 -6.20  0.165
H51 -0.38 -21.11 -7.52  -0.227
H52 0.58 -23.07 -5.86  0.331
H53 -0.91 -23.16 -6.67  0.128
H54 -0.81 -22.66 -4.94  0.401
H55 -0.78 -16.82 -6.09  0.416
H56 0.23 -18.03 -7.04  -0.177
H57 0.15 -18.15 -5.26  0.439

- Charge: +1
- HOMO level (spin up / spin down): -0.408 / -0.408 Ha
- Relative energy (zero: lowest compared OMol25 entry of this formula, charge and spin): 0.0 kcal/mol
- LUMO level (spin up / spin down): -0.10591 / -0.17380 Ha
- Frontier orbital gap (spin up / spin down): 8.2156 / 6.3623 eV
- E_tot: -6674.48425 Eh
- Spin multiplicity: 2
- M: 1120.8 g/mol

=====

No. 3
# C3H11N2

A cluster of 2 separate species, C3H11N2 in total at a distorted geometry (wB97M-V/def2-TZVPD, the Open Molecules 2025 dataset).

Last column: Mulliken charge in e.
Cartesian coordinates (Å):
C1 -1.37 0.24 1.23  -0.838
C2 -1.37 -0.39 -1.11  -0.852
C3 0.46 0.76 -0.11  -0.100
N1 2.30 -0.38 0.05  -0.737
N2 -0.71 0.22 -0.02  0.054
H1 -1.51 -0.84 1.44  0.339
H2 -0.78 0.91 1.85  0.296
H3 -2.35 0.71 1.15  0.333
H4 -2.36 0.04 -1.19  0.334
H5 -0.77 -0.26 -1.97  0.314
H6 -1.49 -1.43 -1.10  0.385
H7 1.08 0.96 -0.99  0.368
H8 1.03 1.19 0.72  0.250
H9 3.10 -0.06 0.53  0.279
H10 2.17 -1.27 0.40  0.257
H11 2.59 -0.40 -0.90  0.319

- Charge: +1
- HOMO level: -0.541 Ha
- Relative energy (zero: lowest compared OMol25 entry of this formula, charge and spin): 44.6 kcal/mol
- LUMO level: -0.12813 Ha
- Frontier orbital gap: 11.2384 eV
- E_tot: -230.11134 Eh
- Spin multiplicity: 1
- M: 75.1 g/mol

=====

No. 4
# C9H6F3N2O5S2

The ion C9H6F3N2O5S2 with charge -1 at a distorted geometry (wB97M-V/def2-TZVPD, the Open Molecules 2025 dataset).

Last column: Mulliken charge in e.
Cartesian coordinates (Å):
C1 -2.44 0.30 1.67  -0.062
N1 -2.85 -0.69 0.67  0.882
O1 -3.91 -0.74 0.08  -0.558
O2 -1.96 -1.70 0.65  -0.384
H1 -2.37 -0.10 2.73  -0.550
H2 -2.82 1.35 1.54  0.553
F1 -3.87 0.26 5.16  -0.184
C2 -4.86 0.20 4.25  0.657
F2 -5.69 -0.85 4.58  -0.251
F3 -5.58 1.35 4.34  -0.255
S1 -4.40 -0.03 2.52  -0.380
N2 -0.66 -0.07 5.97  -0.632
C3 -0.77 -1.23 5.24  0.181
O3 -1.07 -2.34 5.68  -0.702
C4 -0.53 -0.90 3.79  0.133
C5 -0.19 0.45 3.65  0.638
C6 -0.20 1.07 2.42  -0.817
C7 -0.85 0.30 1.35  -0.325
C8 -0.67 -1.22 1.31  0.223
C9 -0.68 -1.74 2.70  -0.847
S2 -0.31 1.32 5.23  1.184
O4 -1.41 2.27 5.10  -0.600
O5 0.99 1.81 5.63  -0.688
H3 0.24 2.05 2.27  0.403
H4 -0.79 0.76 0.36  0.610
H5 0.10 -1.57 0.59  0.359
H6 -0.86 -2.80 2.85  0.411

- Charge: -1
- HOMO level: -0.166 Ha
- Relative energy (zero: lowest compared OMol25 entry of this formula, charge and spin): 79.6 kcal/mol
- LUMO level: 0.00773 Ha
- Frontier orbital gap: 4.7391 eV
- E_tot: -1927.99282 Eh
- Spin multiplicity: 1
- M: 343.3 g/mol

=====

> The lowest M belongs to which entry?

C3H11N2